# 1
{"formula": "C24H71N13O9", "method": "the ωB97M-V functional and the def2-TZVPD basis", "symbols": ["H", "N", "H", "C", "H", "H", "H", "H", "H", "C", "H", "H", "H", "H", "C", "H", "N", "H", "C", "H", "H", "C", "H", "H", "H", "H", "O", "C", "H", "H", "C", "C", "N", "H", "H", "N", "H", "H", "H", "C", "H", "H", "H", "C", "C", "H", "O", "H", "O", "C", "H", "H", "H", "H", "C", "C", "H", "C", "H", "N", "O", "C", "C", "H", "H", "H", "N", "C", "O", "H", "H", "N", "H", "H", "H", "O", "H", "H", "H", "H", "O", "N", "H", "H", "H", "H", "H", "H", "H", "C", "H", "H", "C", "H", "H", "N", "C", "O", "H", "H", "C", "H", "H", "H", "N", "N", "H", "H", "H", "N", "H", "C", "O", "H", "C", "N", "H"], "coordinates": [[-6.52, 2.44, -0.16], [1.62, -4.04, 3.30], [-0.77, -2.01, -2.98], [-1.64, 1.80, 4.77], [4.50, -1.54, -1.56], [-3.76, -5.32, -0.10], [-1.44, -3.52, -0.66], [-1.37, -0.60, -3.01], [1.61, -0.93, 2.71], [4.76, 3.63, -0.61], [-6.51, -0.59, 0.09], [0.18, 0.82, -4.88], [6.79, -1.18, 5.39], [-0.32, -0.92, -0.74], [3.52, -1.05, -1.27], [-6.23, 0.57, 1.34], [-0.22, 1.40, -0.64], [-2.71, -1.20, -1.09], [-2.39, -1.88, -1.87], [-4.57, 0.14, -0.74], [0.71, -4.40, 3.25], [-0.10, 1.78, -5.24], [1.91, 2.10, -1.05], [-2.63, 2.78, -3.34], [6.40, -2.90, 5.06], [2.29, -3.90, 0.57], [-0.09, 1.01, 1.70], [2.80, 1.29, 3.41], [4.56, -4.96, 3.26], [-0.70, 0.93, -1.37], [4.44, -0.34, 4.35], [3.82, 2.61, -1.19], [2.27, -1.21, 3.44], [-1.53, 4.08, -5.57], [-0.01, -1.49, 0.94], [-1.10, -1.28, -2.34], [0.41, -7.13, -0.06], [-0.44, 2.37, -0.41], [-4.44, 1.54, -1.73], [-3.42, -1.96, -3.04], [2.43, 1.46, 4.43], [3.43, -1.26, -0.16], [2.53, 2.71, 0.33], [-4.82, 1.21, -0.73], [4.34, 1.23, -0.96], [-0.17, 2.62, -3.24], [-3.97, 1.83, 0.29], [-2.70, -4.56, 1.13], [2.39, -6.14, 3.18], [-0.09, 0.54, 0.53], [-1.34, 4.70, -3.91], [4.12, -0.16, 5.40], [-6.84, 1.85, -2.56], [-4.33, -2.47, -2.73], [-6.31, 1.43, -0.53], [0.56, 5.94, -4.99], [1.60, 6.07, -4.92], [-0.78, 2.65, -4.16], [-2.73, 3.39, 0.61], [3.80, -4.32, 3.48], [0.41, 4.54, -5.01], [3.34, -0.19, 3.29], [0.86, -5.30, -0.54], [5.18, 0.46, 4.21], [-2.99, -2.51, -3.88], [2.02, 1.46, 2.66], [-7.00, 1.15, -1.83], [-3.48, 3.07, -0.12], [-3.48, -3.31, -0.39], [4.36, 4.63, -0.84], [1.86, -3.08, 3.49], [0.88, -6.30, 0.29], [5.79, 3.73, -0.92], [-7.94, 0.45, 0.55], [3.88, -3.32, 3.68], [5.07, -1.58, 4.08], [4.22, 1.13, 0.09], [-1.65, 0.65, 3.11], [-8.02, 1.05, -1.70], [0.12, 6.43, -5.89], [-2.31, 2.30, 5.63], [2.46, 2.83, -0.64], [4.75, 3.56, 0.49], [-3.02, 0.64, 4.03], [1.69, -0.97, 4.27], [-2.94, 2.89, -1.01], [3.61, 1.99, 3.18], [0.80, 2.33, -5.47], [2.67, -1.50, -1.86], [-6.83, 0.40, 0.42], [1.10, -6.39, 1.25], [3.72, 2.78, -2.27], [2.62, -4.92, 3.29], [0.03, 6.41, -4.12], [-3.66, -0.97, -3.39], [-2.11, 2.07, -3.83], [-0.83, 4.10, -4.68], [3.56, 0.30, -1.68], [-2.66, 1.90, -4.68], [-2.49, -4.05, -2.06], [-2.33, -3.28, -1.24], [-4.29, 3.85, -0.26], [1.63, -3.52, -0.91], [5.27, -1.92, 5.96], [-2.03, 0.67, 4.07], [-0.42, 2.35, 4.33], [-0.34, 3.22, 4.85], [-0.62, 1.71, -6.17], [3.85, -0.35, 2.31], [1.57, -4.11, -0.13], [-4.46, -4.36, 1.14], [-3.58, -4.43, 0.48], [0.39, -5.17, -1.66], [5.39, 1.17, -1.22], [6.00, -1.90, 5.18], [-0.26, -0.76, 0.24], [-0.12, 2.33, 3.37]], "gap_ev": 9.83}

=====

# 2
{"formula": "C24H71N5O9", "method": "the ωB97M-V functional and the def2-TZVPD basis", "symbols": ["H", "O", "H", "N", "C", "H", "H", "H", "C", "C", "H", "C", "C", "H", "C", "H", "N", "H", "C", "H", "H", "H", "O", "H", "H", "H", "H", "H", "H", "H", "O", "H", "C", "O", "H", "H", "C", "H", "H", "N", "H", "H", "H", "H", "O", "H", "H", "C", "H", "H", "C", "H", "H", "C", "H", "H", "H", "H", "H", "C", "C", "H", "C", "H", "H", "H", "N", "H", "H", "H", "C", "H", "C", "N", "C", "C", "H", "H", "H", "O", "H", "C", "C", "H", "H", "H", "H", "C", "H", "O", "H", "O", "H", "H", "H", "H", "H", "O", "H", "H", "H", "C", "H", "H", "H", "C", "H", "H", "H"], "coordinates": [[0.76, 2.86, 0.07], [-2.22, -5.55, 2.72], [4.61, 1.04, 3.57], [2.45, 0.27, 1.90], [-4.44, 4.33, -6.25], [-3.07, 1.45, 3.21], [0.51, 1.83, -2.34], [-3.15, 2.57, 1.10], [2.55, -4.70, -1.77], [2.38, 2.50, 2.94], [1.52, -0.78, -2.99], [5.97, -0.67, 2.40], [2.85, 0.49, -1.84], [0.12, -3.36, -0.03], [2.73, -3.43, 0.17], [3.10, -4.21, 0.85], [-2.35, 1.29, -3.24], [-0.05, -3.84, 2.18], [3.15, 1.56, 2.02], [2.58, 2.33, 4.00], [-3.32, 4.33, 4.12], [-1.76, -6.55, 4.38], [-3.05, 2.70, 5.48], [1.05, -4.50, -3.31], [0.96, -6.76, -1.33], [-4.20, 3.82, 6.80], [-0.14, -6.63, -2.74], [-1.37, 2.99, -4.06], [2.69, 3.52, 2.70], [-0.18, -5.43, -1.47], [-2.91, 1.18, -0.38], [-0.39, -5.66, 3.73], [-3.43, 2.91, -4.68], [0.69, 3.54, -2.45], [-2.12, 0.71, -0.07], [-2.67, -4.70, 0.92], [-3.53, 3.27, 4.30], [-1.86, -2.86, 3.54], [-1.47, 0.87, -2.94], [-3.55, 3.08, 1.88], [2.59, 0.04, -0.89], [-2.69, 1.49, -1.29], [0.67, 0.21, 0.98], [-2.66, 3.15, 7.46], [-0.10, -0.01, 0.41], [3.16, -5.43, -1.22], [-2.66, 4.52, 6.31], [-1.79, -2.61, 2.48], [3.59, -2.91, -0.28], [2.25, 3.56, -0.24], [-1.80, -4.97, 1.52], [-1.24, -1.66, 2.51], [5.19, 2.23, 2.38], [0.69, 4.49, -1.37], [-0.70, -2.05, 0.48], [-2.87, 0.54, -3.70], [-1.01, 2.19, 2.18], [3.32, -4.07, -2.26], [5.77, -1.64, 1.93], [-1.03, -3.68, 1.69], [-1.58, 1.45, -5.54], [7.03, -0.43, 2.25], [-1.25, -6.27, 3.45], [-2.31, 0.71, -5.89], [-0.98, 2.42, 3.96], [-1.00, -7.17, 2.88], [2.17, -6.17, -3.77], [-4.90, 3.50, -6.79], [-4.17, 2.14, -4.92], [-4.27, 5.22, -6.85], [0.48, -6.08, -2.04], [-5.05, 4.75, -5.44], [1.57, -5.29, -2.76], [-0.76, -3.06, 0.38], [-3.15, 3.58, 6.60], [-1.42, 2.76, 3.02], [-1.22, -5.69, 0.92], [1.32, 2.37, 2.77], [0.10, 0.39, -0.46], [-3.21, 3.83, -5.74], [-2.82, -2.39, 2.20], [-2.95, 2.53, 3.10], [1.67, 0.28, -2.79], [-1.19, 3.82, 2.90], [5.79, -0.82, 3.47], [2.83, -5.64, -4.33], [2.72, -6.87, -3.30], [1.20, 3.84, -0.11], [1.10, 4.43, 0.80], [5.22, 0.32, 1.74], [1.81, 0.77, -3.76], [1.86, -3.89, -0.82], [-0.36, 4.78, -1.25], [2.37, -0.09, 2.85], [-4.53, 2.83, 1.91], [-3.85, 3.47, -3.84], [-1.19, 2.11, -6.31], [0.46, 0.85, -2.29], [-0.71, 0.88, -5.21], [-4.63, 3.19, 4.25], [3.29, 2.05, 1.05], [4.59, 1.33, 2.51], [1.26, 5.39, -1.63], [3.65, -0.12, -2.26], [2.21, -2.69, 0.77], [-2.12, 2.25, -4.33], [3.11, 1.54, -1.70], [0.55, 4.09, -3.22], [3.12, -0.33, 1.42]], "gap_ev": 8.57}

=====

# 3
{"formula": "C24H72F18N6O6P3", "method": "the ωB97M-V functional and the def2-TZVPD basis", "symbols": ["H", "H", "H", "H", "P", "H", "H", "H", "H", "H", "C", "F", "H", "N", "F", "H", "H", "F", "F", "H", "H", "N", "C", "H", "H", "C", "F", "H", "H", "H", "H", "H", "F", "C", "N", "F", "H", "H", "H", "F", "C", "O", "H", "H", "C", "C", "F", "H", "N", "H", "H", "H", "H", "C", "O", "H", "H", "C", "C", "H", "N", "C", "C", "H", "H", "C", "H", "H", "F", "H", "H", "H", "H", "H", "H", "F", "H", "H", "F", "O", "C", "C", "F", "H", "H", "C", "F", "H", "O", "C", "H", "H", "H", "C", "C", "C", "F", "H", "H", "H", "H", "P", "H", "C", "H", "O", "H", "F", "H", "H", "H", "P", "C", "H", "H", "H", "F", "F", "H", "H", "O", "C", "H", "H", "H", "H", "N", "C", "H"], "coordinates": [[7.18, 19.28, 11.01], [16.17, 14.12, 13.62], [9.92, 21.10, 10.50], [8.33, 7.90, 10.50], [11.87, 14.00, 15.58], [20.19, 17.16, 18.22], [9.88, 12.35, 21.02], [14.11, 16.22, 8.54], [14.03, 18.11, 16.13], [13.33, 14.07, 7.34], [10.44, 9.29, 9.92], [16.23, 12.92, 9.66], [10.47, 18.14, 20.73], [10.76, 14.07, 19.22], [14.07, 13.50, 10.09], [16.81, 18.28, 18.47], [8.41, 8.36, 12.29], [11.01, 15.42, 15.47], [9.47, 14.88, 11.35], [13.44, 11.09, 10.52], [11.09, 12.55, 10.67], [16.04, 16.54, 15.64], [9.32, 15.13, 20.85], [14.82, 17.62, 10.66], [9.82, 11.46, 11.01], [12.15, 15.61, 8.35], [14.85, 14.66, 12.09], [10.27, 21.73, 12.17], [11.40, 11.05, 8.99], [13.27, 9.57, 9.64], [13.69, 18.97, 10.30], [20.18, 14.91, 13.63], [7.15, 15.01, 11.69], [13.15, 16.65, 8.76], [15.91, 13.30, 14.20], [11.28, 13.44, 14.28], [10.98, 8.39, 9.61], [9.88, 17.20, 22.15], [17.61, 11.45, 16.47], [12.47, 14.52, 17.00], [11.37, 10.50, 9.93], [18.30, 17.29, 17.39], [19.09, 13.63, 15.65], [11.36, 13.48, 19.78], [9.37, 14.02, 19.86], [12.54, 14.78, 7.17], [15.26, 12.32, 11.62], [14.11, 17.15, 17.48], [10.80, 16.21, 8.11], [12.93, 15.39, 6.35], [11.20, 11.37, 11.85], [10.59, 16.86, 8.91], [8.65, 14.30, 19.07], [17.00, 11.62, 15.59], [10.01, 16.24, 20.36], [8.64, 19.95, 13.60], [9.46, 7.25, 11.76], [9.04, 12.67, 20.38], [16.97, 13.13, 15.26], [15.60, 16.84, 14.74], [7.82, 17.67, 12.23], [19.15, 17.19, 18.57], [16.94, 17.40, 17.79], [11.73, 14.28, 6.65], [14.54, 18.87, 17.66], [10.39, 20.88, 11.49], [8.14, 12.68, 20.97], [13.53, 17.97, 11.80], [8.12, 16.16, 9.95], [11.04, 15.05, 19.21], [7.06, 17.01, 12.01], [8.81, 11.99, 19.56], [8.60, 17.40, 11.62], [8.25, 15.32, 21.06], [10.83, 13.75, 18.25], [12.69, 12.65, 15.77], [16.49, 18.52, 16.11], [17.52, 11.09, 14.81], [9.07, 14.27, 9.14], [9.94, 9.15, 11.22], [6.07, 19.37, 12.78], [14.62, 17.99, 17.02], [15.80, 15.11, 10.02], [10.79, 16.72, 7.24], [18.95, 15.61, 12.57], [16.02, 17.69, 16.65], [8.10, 13.02, 10.90], [12.78, 9.57, 11.25], [12.93, 16.98, 10.13], [8.95, 8.09, 11.40], [16.69, 16.46, 18.34], [19.05, 18.10, 19.17], [10.02, 15.52, 8.09], [12.78, 10.20, 10.37], [13.76, 17.92, 10.76], [18.35, 13.62, 14.81], [13.18, 14.68, 14.83], [16.00, 11.25, 15.74], [5.22, 18.92, 12.28], [19.47, 16.45, 14.13], [5.84, 20.44, 12.85], [15.51, 13.78, 10.82], [14.96, 13.46, 14.64], [8.55, 20.00, 12.51], [8.23, 21.00, 12.22], [9.81, 19.68, 12.05], [13.14, 17.58, 8.15], [6.91, 14.35, 9.45], [9.60, 9.33, 9.18], [9.67, 14.80, 21.82], [6.12, 19.16, 13.86], [8.14, 14.53, 10.43], [19.28, 15.53, 13.61], [11.45, 20.70, 11.29], [16.59, 13.71, 16.09], [17.02, 16.35, 15.40], [10.58, 13.36, 16.48], [16.99, 13.81, 11.56], [15.49, 15.68, 15.88], [18.78, 13.12, 13.94], [18.20, 14.96, 14.33], [9.73, 17.44, 21.10], [18.83, 16.36, 19.19], [12.09, 14.98, 9.22], [8.71, 17.76, 20.91], [15.82, 12.55, 13.45], [10.84, 11.57, 10.92], [7.38, 19.11, 12.08], [8.14, 17.42, 13.17]], "gap_ev": 9.79, "total_charge": 3}

=====

# 4
{"formula": "C24H72N2O12", "method": "the ωB97M-V functional and the def2-TZVPD basis", "symbols": ["C", "H", "H", "H", "H", "H", "H", "O", "C", "C", "H", "H", "H", "H", "C", "H", "H", "H", "H", "H", "H", "H", "H", "O", "H", "H", "H", "C", "H", "O", "O", "H", "H", "C", "H", "H", "C", "H", "H", "H", "H", "H", "H", "H", "C", "C", "H", "C", "O", "H", "C", "H", "C", "H", "H", "N", "H", "C", "H", "H", "C", "H", "H", "H", "H", "O", "H", "C", "H", "C", "H", "H", "H", "H", "H", "H", "N", "H", "H", "O", "C", "C", "O", "C", "H", "H", "C", "H", "H", "H", "O", "H", "C", "H", "H", "O", "O", "H", "H", "H", "H", "H", "C", "O", "H", "H", "C", "C", "H", "H"], "coordinates": [[-4.88, 1.24, -1.36], [-4.11, -4.22, 1.30], [1.11, -0.71, 0.35], [2.66, 2.58, 1.92], [0.43, -6.45, 1.81], [1.64, -0.54, -2.84], [-0.46, 2.36, -3.09], [-2.11, -2.98, -2.13], [-0.35, -5.85, 1.33], [3.04, 0.17, -4.41], [-1.79, -1.32, -1.26], [-3.71, -0.94, 2.93], [5.76, -1.42, -2.34], [-2.81, -1.97, 1.90], [3.64, 3.94, 3.28], [-2.17, 2.22, -3.34], [-4.56, -5.14, 2.67], [-4.33, -1.57, 1.35], [-1.05, 2.16, -0.62], [-0.80, -6.40, 0.50], [0.12, -1.91, -0.42], [-2.75, -4.36, -0.76], [-0.25, 6.04, -1.10], [-1.96, -0.40, -1.00], [-3.29, 0.61, -0.48], [2.77, -1.45, -1.16], [1.49, -3.02, 1.79], [-2.87, 4.35, 0.80], [-2.86, 6.21, 0.52], [0.71, 4.27, 0.38], [1.27, 3.65, 3.04], [4.59, 3.43, 3.11], [-5.89, 0.83, -1.23], [4.65, -2.45, -0.71], [-2.60, 4.11, -0.23], [-0.77, -4.08, 0.51], [0.17, -4.47, 0.92], [-2.74, -2.68, 4.14], [-0.37, -1.02, 1.11], [3.10, -1.64, 0.55], [-1.36, -3.54, -2.36], [-3.97, -3.16, -1.20], [-0.65, 2.95, -5.22], [-4.43, 0.68, -2.19], [2.48, 1.72, 3.81], [2.52, 2.96, 2.94], [-1.15, 1.34, 0.91], [-0.63, 0.06, -0.76], [4.06, -3.72, -0.52], [1.20, 4.06, 2.16], [-1.34, 2.93, -3.40], [-5.04, 2.27, -1.65], [-3.16, -3.77, -1.58], [2.65, 4.47, -2.07], [4.66, -4.43, -0.76], [0.61, 5.64, -1.41], [3.99, -0.42, -0.55], [0.80, -3.80, 2.12], [3.77, 0.83, -6.08], [3.42, 1.15, 3.80], [5.33, -2.38, -2.06], [-1.99, 0.64, 2.80], [2.71, 3.39, -0.67], [-3.54, -4.43, -2.36], [3.12, -0.89, -4.70], [-3.43, 5.61, 1.01], [-0.09, 0.20, -1.70], [-2.05, 1.48, 3.50], [0.43, 1.83, 0.19], [1.18, 4.67, -0.67], [-5.78, -4.05, 1.98], [-1.49, 3.70, -2.65], [3.58, 4.90, 2.76], [1.72, 0.98, 3.58], [-3.51, 3.57, 1.22], [2.38, 1.97, 4.87], [2.34, 4.20, -1.15], [-1.97, 4.35, 1.44], [-1.66, 2.33, 2.93], [-1.25, 3.49, -4.71], [-4.72, -4.17, 2.21], [-4.42, -2.96, 3.10], [-3.39, 1.74, 3.82], [1.76, 0.22, -3.60], [-3.97, 1.45, 3.11], [0.91, 0.24, -4.28], [-0.56, 1.41, 0.00], [6.11, -3.15, -2.05], [5.12, 0.72, -4.25], [4.65, -2.72, -2.85], [2.95, 0.99, -5.60], [5.35, -2.44, 0.13], [-3.82, -1.81, 2.28], [1.99, -4.38, 0.27], [4.40, 0.18, -2.66], [1.12, -4.57, -0.11], [-4.06, 1.13, -0.20], [-1.48, 1.26, 4.40], [-5.24, -2.56, 3.70], [-1.21, -5.72, 1.99], [4.10, 1.72, -3.30], [3.64, 4.23, 4.34], [3.56, -1.42, -0.41], [-3.41, -3.35, 4.03], [1.66, 1.17, -3.05], [0.12, -3.25, 2.77], [4.24, 0.68, -3.61], [0.07, -0.95, 0.11], [1.46, -4.41, 2.74], [1.00, 5.74, -2.33]], "gap_ev": 9.65}